{
  "formula": "C29H51Br19NO6S2",
  "method": "ωB97M-V with the def2-TZVPD basis set",
  "charge": -1,
  "gap_ev": 5.473,
  "multiplicity": 1,
  "symbols": ["C", "C", "C", "C", "O", "O", "N", "Br", "S", "C", "C", "O", "O", "C", "C", "C", "O", "C", "O", "C", "S", "H", "H", "H", "H", "H", "H", "H", "H", "H", "H", "H", "H", "H", "H", "H", "Br", "C", "C", "Br", "H", "H", "H", "H", "Br", "C", "C", "Br", "H", "H", "H", "H", "Br", "C", "C", "Br", "H", "H", "H", "H", "Br", "C", "C", "Br", "H", "H", "H", "H", "Br", "C", "C", "Br", "H", "H", "H", "H", "Br", "C", "C", "Br", "H", "H", "H", "H", "Br", "C", "C", "Br", "H", "H", "H", "H", "Br", "C", "C", "Br", "H", "H", "H", "H", "Br", "C", "C", "Br", "H", "H", "H", "H"],
  "coordinates": [[8.7953, -2.6424, -3.7224], [8.2764, -3.6261, -2.9870], [8.0071, -4.9827, -3.5936], [8.8907, -6.0719, -2.9084], [8.3641, -7.0874, -2.4072], [10.1169, -5.7727, -2.9768], [6.5578, -5.3457, -3.6441], [5.6130, -3.9462, -4.5977], [5.8868, -5.4208, -2.0460], [4.2565, -6.1093, -2.4547], [3.2574, -5.3916, -1.5944], [3.4068, -5.4014, -0.3947], [2.1762, -4.8150, -2.1951], [1.7170, -3.6500, -1.5012], [2.2002, -2.3121, -2.0654], [3.5242, -1.9230, -1.4016], [2.3110, -2.4018, -3.4930], [2.4058, -1.2162, -4.1087], [2.3496, -0.1395, -3.5481], [2.6497, -1.2605, -5.5912], [1.7843, -2.5885, -6.4973], [8.7205, -1.5982, -3.4450], [9.2825, -2.8745, -4.6610], [8.0804, -3.4471, -1.9364], [8.3357, -4.9264, -4.6269], [4.0600, -6.0138, -3.5184], [4.2121, -7.1684, -2.2141], [1.9356, -3.7140, -0.4423], [0.6310, -3.6344, -1.5954], [1.4285, -1.6016, -1.7839], [3.9905, -1.0829, -1.9030], [3.3055, -1.6110, -0.3815], [4.1861, -2.7848, -1.3804], [3.7209, -1.3696, -5.7470], [2.3241, -0.3320, -6.0375], [2.6880, -3.5685, -6.3755], [0.0040, 1.6148, 3.5044], [-1.9067, 1.9700, 3.3601], [-2.6317, 1.3520, 4.5230], [-2.7902, -0.5767, 4.3154], [-2.2361, 1.5917, 2.3975], [-2.0225, 3.0510, 3.3752], [-3.6545, 1.7204, 4.5930], [-2.1218, 1.5334, 5.4604], [-0.9062, 0.9009, -5.4645], [-0.1661, 2.5516, -6.1811], [0.2008, 2.4087, -7.6333], [1.8584, 1.4471, -7.9411], [0.6650, 2.8335, -5.5450], [-0.9652, 3.2822, -6.0773], [0.3712, 3.3866, -8.0803], [-0.5654, 1.8813, -8.1925], [-5.4684, -0.0365, 1.8521], [-6.4074, 0.1817, 3.5374], [-7.5454, 1.1562, 3.4110], [-6.8993, 2.9959, 3.3530], [-5.6700, 0.4898, 4.2717], [-6.7753, -0.8094, 3.7927], [-8.1940, 1.1078, 4.2825], [-8.1353, 0.9996, 2.5148], [-5.9108, -2.0961, -1.7512], [-4.8463, -0.5731, -2.3386], [-4.0648, -0.8973, -3.5830], [-2.4549, -1.9518, -3.3351], [-4.2440, -0.2484, -1.4964], [-5.5763, 0.1961, -2.5809], [-3.7016, 0.0186, -4.0464], [-4.6754, -1.4453, -4.2930], [-2.4245, 5.6238, 2.5715], [-4.3043, 6.0746, 2.7998], [-4.8893, 6.6849, 1.5552], [-4.3271, 8.5334, 1.3244], [-4.3669, 6.7317, 3.6606], [-4.8001, 5.1321, 3.0251], [-5.9744, 6.7188, 1.6247], [-4.5997, 6.1536, 0.6548], [2.3106, -0.1277, 6.4534], [1.0467, 0.2593, 7.8759], [-0.0131, 1.2291, 7.4394], [0.6464, 3.0584, 7.3580], [1.6241, 0.6179, 8.7217], [0.5970, -0.6995, 8.1249], [-0.8249, 1.2502, 8.1642], [-0.4039, 0.9937, 6.4562], [0.2077, 4.7904, -3.4907], [0.9272, 6.4397, -4.2252], [1.2796, 6.2836, -5.6808], [2.9152, 5.2633, -5.9289], [1.7780, 6.7114, -3.6094], [0.1411, 7.1821, -4.1059], [1.4689, 7.2548, -6.1327], [0.5047, 5.7690, -6.2401], [4.8829, -2.7451, 9.0810], [6.2272, -3.8927, 9.8904], [5.6836, -5.2669, 10.1766], [4.5308, -5.2656, 11.7472], [6.5811, -3.3847, 10.7809], [7.0318, -3.9507, 9.1606], [6.4936, -5.9527, 10.4144], [5.0983, -5.6708, 9.3562], [-11.2449, 2.0735, 3.2165], [-11.5459, 2.8810, 1.4711], [-10.2966, 3.5204, 0.9286], [-9.9089, 5.2095, 1.8072], [-12.3599, 3.5881, 1.5899], [-11.8643, 2.0641, 0.8275], [-10.4223, 3.7639, -0.1239], [-9.4170, 2.8959, 1.0526]],
  "atomic_forces_ev_per_a": [[-0.3, -0.2, 0.2], [0.4, 0.3, -0.6], [0.3, 0.2, 0.5], [1.4, -1.0, 0.4], [0.0, 0.7, -0.4], [-1.2, 0.0, 0.0], [-0.1, 0.0, 0.6], [-0.2, 0.3, -0.6], [0.1, 0.1, 0.0], [-0.3, -0.1, -0.5], [0.0, -0.7, 0.8], [-0.2, 0.4, -0.3], [1.2, 0.5, 0.1], [-1.5, 0.2, -0.5], [0.9, -0.5, 0.9], [-0.4, 0.0, -0.3], [-0.1, 0.4, -0.1], [-0.1, 0.9, 0.3], [-0.1, -0.6, 0.0], [-0.1, -1.1, -0.2], [-0.1, 0.2, -0.1], [0.6, 0.0, 0.4], [-0.4, 0.1, -0.3], [-0.6, 0.0, 0.0], [-0.1, -0.2, -0.2], [0.1, 0.2, -0.1], [0.1, -0.1, 0.2], [0.2, 0.0, 0.1], [-0.1, -0.4, -0.1], [-0.1, 0.3, -0.3], [0.1, 0.0, -0.1], [0.0, -0.1, 0.1], [0.3, 0.0, 0.0], [0.1, 0.0, 0.0], [0.0, 0.1, 0.2], [0.1, 0.1, 0.2], [-0.1, 0.0, -0.1], [0.2, 0.1, 0.1], [-0.3, -0.1, -0.2], [0.1, 0.0, 0.3], [0.0, -0.1, 0.0], [0.0, -0.1, 0.1], [0.0, 0.1, -0.1], [0.0, 0.0, 0.1], [0.1, -0.1, 0.1], [-0.2, -0.2, -0.1], [0.1, 0.1, -0.2], [-0.1, 0.0, 0.0], [0.1, 0.0, -0.1], [0.0, 0.1, 0.0], [-0.1, 0.0, 0.1], [0.0, 0.0, 0.0], [0.0, 0.1, -0.1], [0.1, -0.1, -0.2], [0.1, 0.1, 0.2], [-0.1, 0.0, -0.1], [0.0, 0.0, 0.0], [-0.1, 0.0, 0.0], [0.0, 0.0, 0.0], [0.0, 0.0, 0.0], [0.1, 0.0, 0.1], [-0.2, -0.1, -0.1], [0.3, 0.2, -0.2], [-0.1, -0.1, 0.2], [0.1, -0.1, 0.0], [0.0, 0.0, 0.0], [-0.1, 0.1, 0.0], [0.0, 0.0, 0.0], [0.0, 0.2, 0.0], [0.1, -0.2, 0.0], [-0.1, 0.2, 0.0], [0.0, 0.0, 0.0], [0.0, 0.0, 0.0], [0.0, 0.0, 0.0], [0.0, 0.0, 0.0], [0.0, 0.0, 0.0], [0.1, 0.0, 0.0], [0.1, -0.2, -0.1], [-0.1, 0.2, 0.2], [0.0, -0.1, -0.1], [0.0, 0.0, 0.0], [0.0, 0.0, 0.0], [0.0, 0.0, 0.0], [0.1, -0.1, -0.1], [0.0, 0.1, 0.2], [-0.2, -0.1, 0.0], [0.3, 0.1, 0.0], [-0.1, -0.1, 0.0], [0.1, 0.0, -0.1], [0.0, 0.0, 0.0], [0.0, 0.0, 0.0], [-0.1, 0.0, 0.0], [0.0, 0.0, 0.0], [-0.1, 0.1, -0.3], [0.0, -0.1, 0.2], [0.0, 0.0, -0.1], [0.0, -0.1, 0.0], [0.0, 0.0, 0.0], [0.0, 0.0, 0.0], [0.0, 0.1, 0.0], [0.0, 0.1, 0.0], [0.0, -0.2, 0.1], [0.0, 0.2, 0.0], [0.0, 0.0, 0.0], [0.0, 0.0, 0.0], [0.0, 0.0, 0.0], [0.0, 0.0, 0.0], [0.0, 0.0, 0.0]]
}